Entry 1:
Here is a structure of composition C45H62AsCoF5Ge2OP from the OMol25 dataset. Energies are from the ωB97M-V functional and the def2-TZVPD basis.

Geometry as XYZ:
```
118
Properties=species:S:1:pos:R:3:forces:R:3
Co 0.528756 -0.511611 0.377251 -0.23 0.10 0.33
C 5.105449 -0.490847 -1.920069 0.09 0.03 0.05
C 3.588462 -0.602320 -1.757614 -0.06 -0.07 -0.07
Ge 2.894742 0.421954 -0.212777 0.43 0.04 -0.11
C 3.548803 -0.124851 1.573246 -0.16 -0.03 0.15
C 5.052223 -0.390405 1.601860 0.07 -0.01 -0.04
C 3.595205 2.216531 -0.443645 0.19 0.09 0.01
C 2.651914 3.149194 -0.609746 -0.09 0.08 -0.12
Ge 0.953814 2.209137 -0.811297 0.11 -0.31 0.00
C -0.599244 2.924705 0.118989 -0.08 0.04 0.08
C -0.379425 4.296363 0.756573 0.01 0.04 0.03
C 0.649088 1.642062 -2.663617 -0.04 0.19 -0.12
C 0.109225 2.773027 -3.543643 -0.01 0.03 -0.03
C 2.868131 4.603185 -0.724836 0.00 -0.02 -0.02
C 2.012184 5.389462 -1.493697 0.00 0.07 -0.04
C 2.224800 6.753614 -1.626511 0.00 -0.02 0.00
C 3.293284 7.353594 -0.976190 0.02 0.02 0.01
C 4.145352 6.583493 -0.194606 0.00 0.00 0.00
C 3.934146 5.219935 -0.068329 -0.02 0.01 0.02
H 5.430729 -0.944622 -2.858370 -0.01 0.00 0.01
H 5.641305 -0.991391 -1.110942 -0.05 0.04 -0.08
H 5.433274 0.551234 -1.935106 -0.02 -0.04 0.00
H 3.282146 -1.646521 -1.737304 0.12 0.14 0.13
H 3.093454 -0.165340 -2.629820 0.03 -0.05 0.00
H 2.994327 -0.967753 1.985981 0.04 0.00 -0.01
H 3.287359 0.728905 2.202122 0.02 -0.03 0.01
H 5.320537 -1.294109 1.049677 -0.02 0.05 0.05
H 5.396686 -0.521873 2.630291 -0.03 0.01 -0.03
H 5.622450 0.436300 1.170810 -0.03 -0.03 0.02
H 4.658919 2.458967 -0.422127 -0.06 0.05 0.06
H -0.848568 2.201157 0.897083 -0.05 0.04 -0.06
H -1.409635 2.936234 -0.617097 0.01 0.03 0.06
H 0.537648 4.321974 1.347500 -0.04 -0.01 -0.02
H -1.203139 4.529242 1.436777 0.00 -0.01 -0.02
H -0.323394 5.098508 0.020890 0.01 -0.02 0.00
H -0.038939 0.794088 -2.642996 0.08 0.01 0.04
H 1.605704 1.285856 -3.048772 -0.05 0.00 -0.03
H -0.783340 3.236384 -3.112962 0.11 0.00 -0.01
H -0.165839 2.409650 -4.537047 0.02 -0.01 0.01
H 0.857895 3.554503 -3.686586 -0.02 -0.04 0.00
H 1.170912 4.935320 -2.009589 0.04 -0.01 0.06
H 1.554806 7.347952 -2.235243 0.02 -0.01 0.01
H 3.457898 8.419587 -1.069730 0.00 -0.03 0.00
H 4.972576 7.049622 0.326127 -0.02 -0.01 -0.02
H 4.586180 4.627437 0.562686 -0.02 0.01 -0.02
O -1.155965 0.025875 -0.371681 -0.18 -0.31 -0.42
As -2.831860 0.079094 -0.196401 0.19 0.17 0.12
C -3.339593 0.454150 1.589760 -0.05 -0.10 0.05
C -3.337453 1.767589 2.047626 0.04 0.08 -0.01
C -3.571263 2.021593 3.387805 -0.04 0.01 0.03
C -3.798435 0.970028 4.264897 0.03 0.01 0.01
C -3.794487 -0.339822 3.807354 0.05 -0.03 0.02
C -3.561459 -0.603381 2.467152 -0.04 0.03 0.04
C -3.550232 -1.580758 -0.807237 0.01 -0.04 0.00
C -2.852281 -2.246529 -1.809856 -0.03 -0.05 0.01
C -3.375049 -3.412115 -2.349880 0.01 0.00 0.00
C -4.587971 -3.906991 -1.887184 -0.01 -0.01 0.00
C -5.286008 -3.234041 -0.893302 -0.01 -0.02 0.00
C -4.773441 -2.062348 -0.353969 -0.01 -0.01 0.00
C -3.474301 1.420366 -1.383872 -0.02 0.03 -0.05
C -2.906552 1.497110 -2.652357 -0.07 0.03 0.00
C -3.377726 2.436360 -3.555053 -0.09 0.00 -0.01
C -4.413234 3.289698 -3.192063 0.01 0.01 -0.01
C -4.985687 3.199844 -1.931240 0.00 0.01 0.01
C -4.520154 2.260369 -1.021364 -0.08 -0.01 -0.03
H -3.126050 2.590497 1.374742 -0.01 -0.05 0.03
H -3.560294 3.040716 3.751754 0.01 -0.03 -0.01
H -3.964527 1.171786 5.315283 0.00 0.00 -0.02
H -3.954898 -1.158209 4.497170 -0.01 0.02 -0.01
H -3.553843 -1.627552 2.116126 0.03 -0.02 -0.02
H -1.903538 -1.856273 -2.160034 0.01 0.02 -0.01
H -2.839293 -3.931691 -3.135012 -0.01 0.00 0.02
H -4.994441 -4.817944 -2.308279 0.01 0.03 0.01
H -6.234256 -3.618115 -0.539403 0.03 0.01 -0.02
H -5.327739 -1.534698 0.412733 0.00 0.01 -0.01
H -2.094790 0.838753 -2.934465 -0.03 -0.01 0.03
H -2.938719 2.502784 -4.542349 -0.01 0.01 0.03
H -4.777847 4.025628 -3.897714 0.01 -0.03 0.02
H -5.796513 3.859985 -1.651669 0.02 -0.01 -0.02
H -4.978540 2.184241 -0.043186 0.01 0.01 -0.03
C 1.126267 -2.972484 -2.305873 0.00 -0.04 -0.06
C 0.419868 -3.773987 -1.214587 -0.06 -0.07 -0.03
C 0.816718 -5.249651 -1.300526 0.01 -0.01 0.00
P 0.536521 -2.972697 0.446208 0.18 0.10 0.00
C 1.914574 -3.667572 1.460513 0.00 -0.06 0.00
C 1.783196 -5.114930 1.941826 0.00 -0.02 -0.01
C 3.263432 -3.464955 0.768008 0.05 0.01 -0.08
C -1.058887 -3.408639 1.275811 -0.04 0.02 0.00
C -1.596412 -4.823100 1.045996 0.00 -0.02 0.00
C -1.032002 -3.041225 2.762479 0.02 -0.02 0.04
H 0.816518 -3.337636 -3.288396 0.01 0.01 0.02
H 2.209195 -3.092872 -2.245026 -0.12 -0.06 -0.01
H 0.904128 -1.902242 -2.256091 -0.01 -0.03 0.00
H -0.657005 -3.707122 -1.400056 -0.03 0.01 0.00
H 1.894074 -5.376721 -1.186534 -0.02 0.01 0.00
H 0.550588 -5.634747 -2.287640 0.01 0.01 0.01
H 0.319740 -5.869775 -0.557156 0.01 0.02 -0.03
H 1.891642 -3.018200 2.342895 -0.02 0.04 0.01
H 1.818493 -5.822160 1.113741 0.01 0.03 0.04
H 0.872073 -5.295232 2.507716 0.00 0.03 0.02
H 2.624913 -5.341788 2.599980 -0.01 0.01 -0.01
H 3.410397 -4.193182 -0.031982 -0.02 0.01 0.00
H 4.068570 -3.606367 1.492144 -0.02 -0.01 -0.03
H 3.375192 -2.467117 0.343766 -0.02 -0.04 0.00
H -1.755657 -2.727121 0.774933 -0.04 0.01 0.02
H -0.960282 -5.588385 1.489570 -0.02 0.01 -0.02
H -1.731315 -5.054951 -0.011480 0.01 0.03 0.04
H -2.577827 -4.901338 1.519591 0.01 0.00 -0.01
H -0.231126 -3.548290 3.302217 -0.02 -0.04 -0.03
H -1.971869 -3.350818 3.224949 0.00 0.04 0.00
H -0.909591 -1.971805 2.925376 0.03 0.05 -0.01
F 1.062891 1.990463 2.365020 0.19 0.10 -0.09
C 0.034810 1.163981 2.767755 0.03 -0.16 0.11
F 0.654396 -0.235513 2.338162 -0.03 -0.13 -0.11
C 0.295022 0.997157 4.261803 -0.17 0.01 0.06
F 1.571779 0.738522 4.603933 -0.06 0.04 0.02
F -0.068420 2.133444 4.878632 0.04 -0.04 0.07
F -0.455082 -0.004442 4.759944 0.01 0.02 0.01
```
Positions in Å, forces in eV/Å.

Kohn-Sham gap (alpha / beta): 0.29474 / 0.27283 hartree
<S²>: 3.76
2S+1: 4
HOMO level (alpha / beta): -10.336 / -10.329 eV
Charge: +1
ΔE to the lowest compared entry with this formula, charge and spin: 19.79 kcal/mol

Entry 2:
Here is a structure of composition C45H62AsN5O4TeTi at a distorted geometry from the OMol25 dataset. Energies are from the ωB97M-V functional and the def2-TZVPD basis.

Geometry as XYZ:
```
119
Properties=species:S:1:pos:R:3:forces:R:3
Ti 1.069739 -0.544706 0.369624 1.93 -0.43 -0.42
N 0.417439 1.198994 2.025024 0.24 0.05 -0.02
C -0.711361 0.444394 2.564524 -0.07 -0.60 0.58
C -1.284761 0.935794 3.902524 -0.06 0.13 -0.26
C -1.853561 2.356094 3.916124 -0.09 -0.32 0.01
C -3.304761 2.457594 3.427624 0.43 0.30 0.20
N -3.500961 2.012894 2.056224 -0.13 -0.12 -0.20
C -2.900161 2.538294 0.990024 -0.45 -0.12 -0.07
N -3.070361 1.955194 -0.197276 0.03 0.02 -0.14
N -2.194161 3.656994 1.063024 0.19 0.24 0.15
C -0.193561 -1.022206 2.793324 -1.51 1.05 1.45
O -0.622361 -1.681906 3.713324 0.36 -0.04 -0.19
O 0.708439 -1.374506 1.959824 0.05 -1.42 0.88
H 1.112139 1.372894 2.755824 -0.19 -0.01 -0.30
H 0.146339 2.084394 1.600624 0.08 -0.21 -0.04
H -1.488261 0.387594 1.785924 0.18 -0.05 0.14
H -0.483861 0.870894 4.644824 -0.04 -0.05 -0.03
H -2.046561 0.217594 4.211324 0.05 -0.01 0.07
H -1.187261 3.008894 3.346624 -0.05 0.11 0.14
H -1.854061 2.714394 4.946124 0.03 0.12 -0.02
H -3.666361 3.485994 3.530824 -0.06 -0.07 0.03
H -3.934661 1.825394 4.053324 -0.01 0.07 -0.06
H -4.040161 1.173394 1.909424 0.04 -0.01 -0.05
H -3.534661 1.062794 -0.275576 0.21 0.02 0.14
H -2.521361 2.260094 -0.989076 -0.14 -0.10 0.14
H -2.131761 4.156794 1.933124 -0.01 -0.07 -0.05
H -1.495361 3.845794 0.333224 -0.22 0.05 0.19
C -2.422161 0.043894 -5.474376 -0.03 -0.03 0.00
C -1.776961 0.261394 -4.142076 -0.03 -0.03 -0.04
C -1.367861 1.512894 -3.738076 0.03 -0.10 0.20
C -0.779261 1.727894 -2.476076 0.43 -0.86 0.36
C -0.515461 3.054394 -1.946876 0.23 0.51 0.62
O -0.300361 3.243394 -0.735076 -0.14 -0.01 -1.04
C -0.514361 4.227494 -2.855276 0.04 0.42 0.04
C -1.647861 4.684394 -3.521976 0.10 -0.17 0.08
C -1.569961 5.818394 -4.309976 -0.06 0.10 -0.06
C -0.375361 6.511194 -4.424276 -0.03 -0.01 0.02
C 0.742139 6.080294 -3.730076 0.05 0.00 0.00
C 0.674239 4.946794 -2.942676 -0.04 -0.17 0.01
C -0.461161 0.597894 -1.675776 -1.14 0.10 -1.58
O 0.185539 0.695694 -0.544676 -0.98 1.44 -0.63
C -0.938961 -0.677806 -2.078776 0.20 0.35 0.26
C -1.607661 -0.827206 -3.274076 0.21 0.33 0.24
C -0.704961 -1.691606 -1.017476 -0.49 0.22 -0.01
N 0.564239 -2.108306 -0.773976 1.02 0.59 0.10
C 1.358939 -2.471506 -1.937376 0.19 -0.34 -0.13
C 0.732739 -3.640006 -2.684776 0.12 -0.14 0.24
Te -0.086261 -5.144906 -1.348676 -0.41 -0.07 -0.72
C -2.052861 -4.969206 -2.197576 0.55 -0.11 0.28
C -3.175761 -4.872506 -1.388676 0.15 -0.01 0.19
C -4.438761 -4.792106 -1.951276 -0.10 0.01 0.02
C -4.593061 -4.807806 -3.326576 -0.07 0.04 -0.08
C -3.473861 -4.911906 -4.137176 -0.08 0.05 -0.11
C -2.212061 -4.997806 -3.575576 0.18 0.01 -0.14
C -1.741461 -1.935506 -0.062376 -0.28 -0.31 0.23
C -1.524861 -2.817906 1.020124 0.03 -0.07 -0.29
C -2.512261 -3.047206 1.949524 -0.18 -0.03 0.00
C -3.744961 -2.415706 1.840624 0.00 -0.02 0.02
C -3.992961 -1.576906 0.759124 -0.15 0.06 0.09
C -3.017161 -1.343206 -0.186376 0.24 -0.01 -0.08
H -2.394261 0.950394 -6.071476 -0.05 0.04 -0.11
H -3.458861 -0.262706 -5.342876 -0.10 -0.01 -0.10
H -1.909361 -0.747506 -6.017276 0.00 -0.03 -0.11
H -1.521061 2.356794 -4.393576 0.00 0.02 -0.06
H -2.592161 4.168794 -3.412276 -0.07 -0.06 -0.04
H -2.448161 6.164494 -4.832376 -0.09 0.06 -0.04
H -0.313461 7.392594 -5.042576 -0.04 0.10 -0.07
H 1.664539 6.633594 -3.793876 0.15 0.06 -0.04
H 1.538239 4.591094 -2.399876 0.10 0.04 0.05
H -2.004161 -1.795506 -3.544076 -0.04 -0.20 -0.05
H 2.349439 -2.771706 -1.576476 -0.11 0.26 -0.12
H 1.467339 -1.636406 -2.653576 0.10 -0.18 0.21
H 1.478139 -4.086306 -3.339176 -0.09 -0.10 -0.05
H -0.101361 -3.293906 -3.287376 -0.17 -0.11 -0.06
H -3.069161 -4.862006 -0.313576 0.01 0.05 0.10
H -5.299661 -4.717506 -1.303776 -0.11 0.00 0.04
H -5.575361 -4.748706 -3.774376 -0.06 -0.01 0.03
H -3.585461 -4.945706 -5.211876 0.00 0.00 -0.07
H -1.349861 -5.104806 -4.219776 0.05 -0.04 -0.05
H -0.568561 -3.316106 1.107524 -0.11 0.07 -0.04
H -2.316461 -3.724706 2.765724 0.00 -0.01 0.12
H -4.515561 -2.594306 2.572824 -0.11 -0.05 0.10
H -4.974361 -1.134706 0.647724 -0.13 0.03 -0.07
H -3.227561 -0.742106 -1.063776 -0.05 -0.06 -0.02
C 2.707339 0.751394 5.151224 0.11 -0.11 -0.20
C 2.789539 -0.658406 4.571724 -0.14 0.09 -0.18
As 3.321039 -0.630006 2.648424 1.40 -0.19 0.96
C 5.198839 0.090994 2.880324 -0.36 0.17 -0.23
C 6.042139 -0.358306 4.067324 -0.25 -0.12 -0.11
C 3.882939 -2.523706 2.500324 0.04 -0.10 -0.11
C 2.728539 -3.505506 2.358124 -0.11 0.06 -0.10
H 2.502639 0.726694 6.220824 -0.03 0.03 0.03
H 1.911939 1.328894 4.673324 0.00 0.10 0.07
H 3.645539 1.285994 4.994824 -0.04 0.10 0.07
H 1.819539 -1.154506 4.667724 0.12 -0.09 -0.08
H 3.518939 -1.245706 5.135224 -0.01 -0.04 -0.18
H 5.131939 1.184694 2.886024 -0.07 -0.10 -0.12
H 5.720739 -0.181906 1.956724 -0.17 0.07 -0.04
H 5.653139 0.019494 5.010024 -0.04 -0.02 0.10
H 7.057139 0.020694 3.952324 0.05 0.01 0.04
H 6.100839 -1.442906 4.127424 0.04 -0.08 0.08
H 4.469739 -2.781506 3.388924 -0.03 0.20 -0.12
H 4.549439 -2.601506 1.631724 -0.04 0.11 0.15
H 2.030139 -3.387506 3.189324 -0.11 -0.08 -0.13
H 3.089539 -4.535406 2.366124 0.03 0.02 -0.04
H 2.183239 -3.333606 1.420824 0.02 -0.16 0.23
C 5.012139 1.114994 -0.995876 -0.19 -0.05 0.28
C 3.621739 1.135994 -0.345476 0.23 0.29 0.04
C 2.818839 2.286394 -0.947376 -0.04 -0.09 0.42
C 2.930139 -0.212106 -0.554976 0.45 -0.24 -0.08
H 5.514839 2.069494 -0.856376 0.11 0.11 0.01
H 4.922839 0.932194 -2.066576 0.01 -0.05 -0.09
H 5.634239 0.333494 -0.562276 0.09 -0.07 -0.02
H 3.752139 1.332394 0.734224 -0.05 -0.03 -0.32
H 2.668439 2.124794 -2.015676 -0.07 -0.03 -0.14
H 3.353439 3.225294 -0.819076 0.06 0.15 -0.02
H 1.846739 2.371794 -0.464576 0.08 0.12 -0.12
H 3.638439 -1.004406 -0.240776 -0.31 0.04 -0.13
H 2.815339 -0.308506 -1.645676 -0.15 -0.16 0.12
```
Positions in Å, forces in eV/Å.

Kohn-Sham gap (alpha / beta): 0.21783 / 0.23287 hartree
<S²>: 0.78
2S+1: 2
HOMO level (alpha / beta): -8.929 / -9.404 eV
Charge: +1
ΔE to the lowest compared entry with this formula, charge and spin: 21.56 kcal/mol

- Which value of <S²> does entry 2 give?
  0.78